Record 1
# C30H57KN7S3

C30H57KN7S3 as an isolated structure (ωB97M-V/def2-TZVPD, OMol25).

Last column: Löwdin charge in e.
Element x y z (Å)
K1 -1.030155 -0.374223 0.008739  0.7117
S1 2.913606 -1.499729 -0.638108  0.8216
S2 0.916340 -1.225479 -3.240891  0.8356
S3 1.552110 -4.388797 -2.184226  0.8760
N1 3.282475 2.128182 3.705737  -0.2072
N2 0.620960 1.553268 -1.251312  0.0274
N3 -0.961416 3.432429 0.575469  0.0657
N4 -1.665396 4.521870 -3.684601  0.2316
N5 1.212008 -0.900836 3.251113  0.0289
N6 2.089450 2.321325 1.547483  0.1830
N7 0.732198 -1.424530 2.105313  0.0343
C1 -3.189710 -1.940609 2.011169  -0.0524
C2 0.167671 -3.666310 1.286587  -0.0159
C3 -0.938067 4.019425 -0.758968  -0.3781
C4 3.313940 -4.029454 -1.914966  -0.5172
C5 0.679039 -2.730047 2.327695  -0.3524
C6 0.512744 -2.696188 -4.208333  -0.5210
C7 -3.438691 -1.125512 -3.075876  -0.0542
C8 2.619335 2.425848 4.968154  -0.0303
C9 -3.826019 0.276285 -0.928225  -0.2980
C10 -4.598493 1.378223 -1.596195  -0.0703
C11 -2.861069 -3.339692 -0.897290  -0.0582
C12 3.637360 -3.154105 -0.709628  -0.5378
C13 2.704085 -1.052454 -3.477475  -0.5007
C14 4.655227 1.638584 3.733015  -0.0230
C15 -1.563203 3.113588 -3.069600  -0.2400
C16 1.484883 -1.831716 4.188522  -0.3030
C17 -4.066559 1.010338 1.566872  -0.0561
C18 -3.787027 0.028686 0.465550  -0.3168
C19 2.041460 -1.477163 5.525031  -0.0221
C20 -3.202521 -1.902423 -0.611597  -0.3236
C21 1.151430 -3.038810 3.622574  0.0200
C22 3.493941 -0.774201 -2.184736  -0.5378
C23 1.335050 -3.955279 -3.927304  -0.5309
C24 -3.409468 -1.314109 0.661023  -0.3478
C25 -0.162067 2.562773 -3.330642  -0.0889
C26 2.640494 2.240808 2.561952  -0.3024
C27 -3.445235 -0.916225 -1.588646  -0.2966
C28 -1.941547 3.234207 -1.611574  -0.1238
C29 0.484747 3.977929 -1.340874  -0.1103
C30 0.786173 2.707323 -2.129078  -0.3638
H1 -0.254278 1.501567 -3.570516  0.0930
H2 3.714915 -3.573934 -2.818635  0.0570
H3 -1.477649 4.504939 -4.689097  0.1694
H4 2.891560 -0.228341 -4.167731  0.0724
H5 3.310232 -3.635417 0.214729  0.0650
H6 -4.361831 1.984682 1.168753  0.0575
H7 0.979404 1.774164 -0.323675  0.0186
H8 -2.981958 -3.008629 1.936506  0.0636
H9 3.503639 0.301317 -1.995335  0.0562
H10 3.066038 -1.951681 -3.969153  0.0533
H11 1.214746 -4.008422 4.084668  0.1125
H12 -1.955882 -3.458624 -1.507300  0.0631
H13 0.934000 -3.902776 0.552079  0.0288
H14 -4.070035 -1.830269 2.649699  0.0777
H15 -0.986781 5.149756 -3.244422  0.1498
H16 -2.026435 2.214968 -1.227565  0.1067
H17 3.172420 3.194963 5.508892  0.0945
H18 1.160964 0.768079 -1.598313  -0.0014
H19 -0.535743 -2.868897 -3.956219  0.0621
H20 -3.667289 -3.850758 -1.431752  0.0812
H21 5.010335 1.503520 2.715337  0.0967
H22 -4.875567 0.684992 2.227057  0.0766
H23 -4.424917 -0.972668 -3.527959  0.0758
H24 4.706006 0.682131 4.256631  0.0850
H25 1.612610 2.787554 4.774389  0.0970
H26 3.835212 -4.979598 -1.786902  0.0768
H27 0.836469 -4.793974 -4.415371  0.0757
H28 -1.249749 5.078190 -0.736251  0.1332
H29 -2.318010 2.545033 -3.611507  0.1441
H30 1.348057 0.093570 3.309497  0.1251
H31 0.553261 -2.472513 -5.275787  0.0804
H32 -3.135739 -2.143500 -3.329776  0.0610
H33 0.266239 3.036704 -4.220768  0.1226
H34 -0.354223 3.935509 1.210745  0.0744
H35 -2.940660 3.662769 -1.525764  0.1164
H36 -0.673830 -3.239991 0.742566  0.0480
H37 -3.197156 1.178267 2.218248  0.0666
H38 -2.350764 -1.494598 2.565425  0.0659
H39 1.969427 -2.329828 6.196101  0.0846
H40 -2.694019 -3.904694 0.020128  0.0563
H41 -2.746719 -0.451955 -3.601078  0.0570
H42 -4.204366 1.626435 -2.589408  0.0529
H43 1.491176 -0.651485 5.979197  0.0745
H44 -0.171423 -4.598604 1.737480  0.0948
H45 -4.626059 2.297510 -1.008243  0.0495
H46 4.724375 -3.060259 -0.641089  0.0791
H47 5.294236 2.360930 4.242348  0.0940
H48 -5.642386 1.087525 -1.752997  0.0869
H49 -2.599332 4.909968 -3.531531  0.1734
H50 1.208792 4.092894 -0.532404  0.1096
H51 1.809466 2.783580 -2.516500  0.1403
H52 0.653972 4.842608 -1.997891  0.1117
H53 2.565218 1.529074 5.589203  0.0736
H54 4.537523 -1.059848 -2.337817  0.0841
H55 -1.898907 3.434299 0.962814  0.0830
H56 2.322385 -3.890338 -4.383753  0.0653
H57 3.094013 -1.194571 5.459485  0.0719

Force components x, y, z for each atom (eV/Å):
0.84 0.29 -0.04
-0.03 -0.03 0.02
-0.14 0.10 -0.11
-0.04 -0.02 0.08
-0.04 -0.02 -0.02
0.16 0.00 0.13
0.04 -0.01 0.04
0.02 0.11 -0.04
0.09 0.11 -0.11
-0.14 0.05 -0.12
-0.21 -0.02 0.08
-0.03 0.02 -0.06
-0.05 -0.06 0.03
-0.04 0.02 0.05
0.05 0.03 -0.04
0.01 0.04 0.00
-0.06 -0.06 0.05
-0.02 0.00 -0.05
0.02 0.02 0.01
-0.12 -0.06 0.06
0.09 0.05 -0.05
0.04 -0.01 -0.04
0.03 -0.05 0.07
0.03 0.03 -0.05
-0.01 0.00 0.01
-0.05 0.07 -0.08
0.02 0.04 0.01
-0.05 0.02 0.00
-0.05 -0.01 -0.02
-0.02 -0.03 0.02
-0.21 -0.11 0.00
-0.04 0.04 -0.02
0.09 0.03 -0.03
0.01 0.06 -0.06
-0.31 -0.16 0.04
-0.02 -0.06 -0.01
0.12 -0.03 0.08
-0.01 -0.06 0.04
0.01 -0.08 -0.06
0.01 0.05 -0.09
-0.02 -0.03 0.09
0.02 0.02 0.00
0.00 -0.03 -0.02
-0.02 0.00 0.08
0.02 -0.03 -0.03
-0.04 0.03 -0.01
0.00 0.01 -0.01
0.05 -0.01 0.00
-0.01 -0.02 0.00
-0.03 0.00 0.04
-0.02 -0.03 0.04
0.00 -0.03 0.01
0.01 0.01 0.01
0.06 -0.04 -0.06
0.00 0.00 0.03
-0.06 -0.08 -0.02
0.01 -0.03 0.02
-0.01 0.01 0.01
-0.05 -0.03 -0.03
0.01 -0.01 0.01
0.00 0.01 -0.02
0.01 -0.01 0.00
-0.02 -0.02 0.00
-0.01 0.00 0.01
0.02 0.00 0.01
0.00 0.00 0.01
0.01 0.01 0.01
-0.01 0.01 0.02
0.01 -0.02 -0.01
0.00 -0.04 0.03
0.00 -0.02 -0.02
0.02 0.00 0.00
0.01 -0.01 0.02
0.02 0.02 -0.01
0.01 0.00 0.02
-0.08 0.02 0.01
-0.01 0.04 0.01
0.01 0.00 -0.01
0.02 0.01 -0.01
0.01 -0.01 0.00
-0.02 -0.01 0.02
0.00 0.01 0.01
0.03 0.02 -0.02
-0.02 -0.01 0.00
0.02 0.01 0.00
0.01 0.04 0.05
-0.01 -0.01 0.00
0.01 -0.01 0.00
-0.01 -0.02 -0.02
0.06 -0.04 -0.02
0.00 -0.04 0.03
0.00 0.02 -0.01
-0.01 0.00 0.01
0.00 0.02 0.00
0.00 0.04 -0.01
0.00 -0.01 0.00
0.00 -0.01 0.00
0.01 0.00 -0.01

The energy relative to the best compared isomer or geometry (same formula, charge and spin) comes out at 42.1 kcal per mole. Its energy is -91290.6332 eV. Its net charge is +1. The calculation puts the gap between HOMO and LUMO at 4.88 eV. The maximum force is 0.017 Eh/bohr.

***

Record 2
# C30H58Br16ClN2

A 9-piece molecular cluster, C30H58Br16ClN2 overall in a non-equilibrium geometry (ωB97M-V/def2-TZVPD, OMol25).

Last column: Löwdin charge in e.
Element x y z (Å)
Br1 -2.634909 5.905411 -2.950827  0.6434
Br2 -4.190379 7.099204 0.170927  0.6411
Br3 -2.108860 1.910473 0.440576  0.6176
Br4 6.850401 -1.049180 5.781132  0.6525
Br5 2.681653 -0.179783 7.726909  0.6449
Br6 2.310294 -1.975817 0.914560  0.6648
Br7 -3.790887 7.627410 -6.815306  0.6069
Br8 2.738952 4.805491 0.520231  0.6516
Br9 1.309648 0.625022 -1.492984  0.6703
Br10 2.597665 1.593369 4.491984  0.6435
Br11 -0.250545 7.121861 -5.923716  0.5900
Br12 6.577829 -3.941225 8.048840  0.6096
Br13 -1.146580 4.901147 2.344559  0.6215
Br14 2.679303 6.604917 -2.696603  0.6142
Br15 1.160675 -2.496507 10.481962  0.5821
Br16 -0.439416 -1.300044 13.584316  0.6095
Cl1 -3.900347 -2.646711 -8.125440  0.5747
N1 -2.546477 -1.290711 -2.834437  0.1871
N2 -0.596202 -2.133750 -2.730245  -0.0382
C1 2.829582 4.112967 -1.298858  -0.7116
C2 0.700609 -2.728104 -2.341350  -0.1481
C3 -1.583520 -1.718715 -1.997936  -0.0611
C4 0.918962 -4.102688 -3.013121  -0.1632
C5 -0.935925 4.515467 0.451680  -0.7236
C6 -0.865786 -2.011064 -4.095520  0.0496
C7 2.446672 -0.033115 1.049909  -0.6674
C8 6.418315 -1.109199 7.682833  -0.6832
C9 0.369075 -0.291560 12.130584  -0.7031
C10 1.241691 0.636913 0.457123  -0.6814
C11 -3.369520 8.107651 -1.279850  -0.6740
C12 3.657816 5.002743 -2.186758  -0.6904
C13 -2.858413 -5.550730 0.489989  -0.0843
C14 -4.142887 -2.078105 -5.448891  -0.2522
C15 -2.108359 -1.478588 -4.114840  -0.2243
C16 0.447048 -5.707795 -1.044867  -0.1982
C17 -2.352018 6.807291 -7.840337  -0.6889
C18 -0.720672 -6.472657 -1.711090  -0.1877
C19 7.240058 -2.145335 8.399726  -0.6907
C20 -2.129542 3.786870 -0.099057  -0.7078
C21 -2.015289 -5.660530 -1.952229  -0.2109
C22 2.787248 -0.886989 5.916915  -0.6702
C23 -2.845333 -1.192231 -5.406873  -0.1084
C24 0.071226 -0.914486 10.792806  -0.7015
C25 -4.024191 -3.230082 -6.439659  -0.5920
C26 -2.462748 -4.774519 -0.777849  -0.2878
C27 1.489690 -5.152437 -2.036447  -0.1963
C28 -1.445222 5.991041 -6.958901  -0.7030
C29 3.603245 0.006191 5.022621  -0.7169
C30 -3.691895 7.506986 -2.621164  -0.6657
H1 0.308669 0.164857 0.743976  0.0137
H2 1.766554 -1.020376 5.571469  0.0524
H3 -3.062992 -0.127450 -5.510439  0.1250
H4 -2.849175 6.171587 -8.570397  0.0582
H5 -3.007159 -4.843385 1.312233  0.0747
H6 -3.424641 8.192693 -3.423755  0.0496
H7 1.432137 -0.230017 12.341895  0.0497
H8 3.887845 4.498293 -3.123283  0.0595
H9 3.264104 -1.860970 6.017922  0.0626
H10 -0.965108 -1.219820 10.687964  0.0505
H11 -3.447826 -0.917654 -2.576913  0.1859
H12 -3.836895 -6.004839 0.301599  0.0804
H13 0.987708 -6.435144 -0.424649  0.1152
H14 -3.785789 9.109756 -1.201210  0.0624
H15 7.159080 -2.015362 9.476956  0.0616
H16 -4.926284 -3.841536 -6.346287  0.0780
H17 -0.791997 5.362130 -7.561087  0.0569
H18 1.467088 -2.046176 -2.718862  0.0928
H19 -4.734739 7.223822 -2.723147  0.0558
H20 4.580668 5.330749 -1.718607  0.0530
H21 -4.274907 -2.544465 -4.462100  0.1040
H22 2.332909 -4.731052 -1.471460  0.1104
H23 1.210624 1.689336 0.735285  0.0399
H24 -1.987289 5.372059 -6.249408  0.0302
H25 -3.076915 4.200474 0.230347  0.0196
H26 -5.020050 -1.452387 -5.631216  0.1125
H27 4.519795 0.354079 5.486841  -0.0141
H28 -0.070184 0.702110 12.193884  0.0573
H29 3.844821 -0.503695 4.091185  0.0478
H30 -0.827956 5.486306 -0.029106  0.0512
H31 3.378532 0.252522 0.571178  0.0614
H32 0.839069 -2.757669 -1.256034  0.0442
H33 -1.994121 -5.064834 -2.875334  0.0862
H34 0.329154 -0.229098 9.986568  0.0302
H35 -1.602262 -1.725096 -0.919108  0.1638
H36 -2.820235 -6.396077 -2.106543  0.1147
H37 5.350458 -1.285702 7.759988  -0.0056
H38 -3.184500 -3.891157 -6.205161  0.0787
H39 -2.303792 8.144338 -1.075590  0.0533
H40 -0.918343 -7.415339 -1.193922  0.1095
H41 3.287966 3.129989 -1.207781  0.0331
H42 -1.714489 -3.992762 -0.587625  0.0631
H43 1.604707 -3.974189 -3.858439  0.1168
H44 8.286736 -2.131936 8.112136  0.0513
H45 2.507913 0.178032 2.114701  -0.0162
H46 -1.833429 7.609921 -8.355008  0.0521
H47 -0.004303 -4.531686 -3.417698  0.0940
H48 -2.102034 -6.294474 0.750098  0.0750
H49 1.887640 -5.985901 -2.627313  0.1171
H50 1.806340 4.001461 -1.646904  0.0349
H51 -3.355859 -4.224462 -1.120319  0.1011
H52 -2.102028 3.775311 -1.184271  -0.0061
H53 -2.185040 -1.551203 -6.199437  0.0975
H54 -0.356352 -6.776692 -2.705995  0.1115
H55 0.136512 -4.908905 -0.360772  0.0936
H56 -0.010315 3.958163 0.346634  -0.0158
H57 -0.217097 -2.279268 -4.910233  0.1548
H58 6.645345 -0.112973 8.057526  0.0662

Force components x, y, z for each atom (eV/Å):
-0.06 -0.03 -0.07
0.12 -0.02 -0.01
-0.16 -0.12 0.05
0.06 -0.11 0.02
-0.07 0.07 -0.07
0.10 0.01 0.05
0.05 0.05 -0.01
-0.07 -0.07 -0.01
-0.11 0.05 -0.03
0.01 0.04 0.05
-0.02 -0.03 0.06
0.06 0.03 -0.05
0.09 -0.09 -0.01
0.03 -0.01 0.07
-0.09 -0.05 0.05
0.09 0.00 -0.01
0.09 -0.14 0.25
0.11 -0.13 0.13
2.33 -1.17 -0.85
0.19 -0.06 0.24
0.31 -0.22 -0.14
-0.50 0.36 0.21
0.19 -0.41 0.32
-0.15 0.25 0.20
-1.18 0.54 1.77
0.00 -0.19 0.12
0.18 0.19 -0.07
-0.25 0.04 0.17
0.14 0.22 -0.02
-0.22 0.02 0.16
-0.15 0.12 -0.27
-0.03 0.68 -0.48
0.60 0.33 0.11
-0.10 0.47 -2.50
0.55 -0.45 0.01
-0.28 -0.09 0.04
0.33 0.71 -0.73
-0.14 -0.22 0.13
0.13 -0.08 -0.18
-0.49 -0.52 0.59
0.14 -0.11 0.22
-0.68 -0.88 1.07
0.25 -0.01 -0.19
-0.70 -0.03 0.40
-0.37 0.18 -0.41
-0.19 0.12 -0.03
0.28 0.05 -0.02
-0.22 0.13 -0.22
0.18 0.10 -0.18
0.03 0.01 0.03
0.03 0.04 -0.04
0.07 -0.14 -0.14
0.03 -0.02 0.02
0.17 -0.25 0.04
0.04 -0.02 0.02
0.00 -0.03 -0.07
-0.02 -0.05 0.04
0.04 0.03 -0.05
0.00 0.02 0.08
0.11 0.02 0.14
0.31 -0.31 0.14
-0.08 0.24 0.03
-0.01 -0.02 -0.06
-0.03 0.06 -0.03
0.12 0.08 -0.31
-0.04 0.03 -0.05
-0.16 0.04 0.21
0.01 0.00 0.07
-0.03 -0.05 0.06
-0.15 0.09 -0.16
-0.10 -0.04 -0.16
0.03 -0.02 0.04
-0.07 0.07 -0.02
0.04 0.01 0.04
0.05 -0.25 -0.20
-0.11 -0.01 -0.03
0.00 -0.01 -0.06
0.04 -0.07 0.06
-0.05 -0.05 -0.08
-0.04 0.00 -0.03
-0.48 0.02 -0.22
0.27 -0.06 0.17
0.00 0.02 0.04
-0.09 0.10 -0.13
0.12 0.18 -0.12
0.03 -0.05 0.05
0.08 0.30 -0.20
-0.01 -0.02 -0.07
-0.15 0.31 0.16
0.02 0.03 -0.06
0.01 -0.31 0.21
-0.12 -0.05 0.13
-0.03 0.05 -0.03
-0.08 0.06 -0.02
0.04 -0.02 0.05
0.02 0.35 0.02
-0.23 0.03 0.13
-0.03 0.12 0.09
0.04 0.04 -0.06
0.16 -0.05 0.10
0.02 -0.03 0.02
-0.05 0.51 -0.06
-0.10 -0.12 0.21
-0.18 -0.19 -0.09
-0.03 0.00 -0.04
0.16 -0.07 0.27
0.02 -0.03 0.02

Its energy is -1168229.4064 eV. Its net charge is +1. The calculation puts the gap between HOMO and LUMO at 8.75 eV. The maximum force is 0.053 Eh/bohr.